Run w
{"formula": "C7H14O", "method": "wB97M-V/def2-TZVPD", "species": ["C", "C", "C", "C", "C", "C", "C", "H", "H", "H", "H", "H", "H", "H", "H", "H", "H", "H", "H", "H", "H", "O"], "xyz": [[2.96, -1.17, 1.07], [2.56, 0.15, 0.40], [1.08, 0.32, 0.12], [0.20, 0.41, 1.17], [-1.22, 0.54, 1.18], [-2.03, 0.36, 0.06], [-3.53, 0.56, 0.14], [2.31, -1.38, 1.92], [2.95, -2.04, 0.42], [3.96, -1.05, 1.52], [3.13, 0.28, -0.53], [2.84, 0.95, 1.10], [0.74, 0.20, -0.90], [0.61, 0.52, 2.17], [-1.66, 0.47, 2.18], [-1.63, 0.20, -0.92], [-3.83, 0.67, 1.19], [-4.10, -0.27, -0.26], [-3.88, 1.46, -0.39], [0.26, -0.04, -3.30], [-0.50, -1.22, -3.94], [-0.19, -0.87, -3.09]], "s2": 0.7682, "charge": -1, "homo_energy_ha": [0.0140, -0.0816], "multiplicity": 2, "gap_ev": [3.00, 5.55]}

Run x
{"formula": "C7H14O", "method": "wB97M-V/def2-TZVPD", "species": ["C", "C", "C", "C", "C", "C", "C", "H", "H", "H", "H", "H", "H", "H", "H", "H", "H", "H", "H", "H", "H", "O"], "xyz": [[2.37, -1.19, -0.84], [2.11, 0.34, -0.96], [2.14, 0.99, 0.45], [0.76, 0.72, 1.10], [-0.34, 1.33, 0.82], [-1.61, 0.87, 1.45], [-2.34, -0.18, 1.14], [3.22, -1.34, -0.25], [2.40, -1.63, -1.71], [1.50, -1.44, -0.25], [1.16, 0.83, -1.47], [2.97, 0.79, -1.46], [2.37, 2.07, 0.39], [2.94, 0.65, 1.11], [0.87, -0.02, 2.00], [-0.48, 2.16, 0.07], [-1.79, 1.72, 2.15], [-2.14, -0.75, 0.31], [-3.21, -0.62, 1.72], [-2.18, -1.69, -2.69], [-2.68, -1.89, -1.25], [-2.94, -2.02, -2.22]], "s2": 0.7505, "charge": -1, "homo_energy_ha": [0.0423, -0.2311], "multiplicity": 2, "gap_ev": [2.56, 9.91]}

Most stable: run w

Run w
{"formula": "CH3FIP", "method": "wB97M-V/def2-TZVPD", "species": ["C", "F", "P", "I", "H", "H", "H"], "xyz": [[0.72, 0.59, -0.35], [-1.89, -2.07, -0.77], [-1.90, -1.19, 0.61], [2.42, -0.51, 0.04], [-0.02, -0.01, -0.89], [0.83, 1.62, -0.59], [-0.60, -1.77, 1.18]], "homo_energy_ha": [-0.3175, -0.3191], "gap_ev": [7.58, 8.01]}

Run x
{"formula": "CH3FIP", "method": "wB97M-V/def2-TZVPD", "species": ["C", "F", "P", "I", "H", "H", "H"], "xyz": [[-0.34, -0.35, -0.52], [1.88, -0.05, 0.92], [0.35, -0.58, 1.13], [-2.33, -0.65, -0.69], [0.23, 1.66, -0.96], [0.17, -0.80, -1.32], [0.04, 0.77, 1.44]], "homo_energy_ha": [-0.3194, -0.3568], "gap_ev": [7.95, 8.74]}

Most stable: run w

Run w
{"formula": "C4H8ClNOS", "method": "wB97M-V/def2-TZVPD", "species": ["C", "N", "C", "C", "O", "C", "S", "Cl", "H", "H", "H", "H", "H", "H", "H", "H"], "xyz": [[-1.67, -0.96, 0.76], [-0.68, -0.15, 0.25], [-1.20, 1.04, -0.52], [0.56, -0.62, 0.33], [0.85, -1.66, 0.94], [1.69, 0.20, -0.35], [3.24, -0.74, -0.52], [1.80, 1.75, 0.57], [-2.37, -0.28, 1.39], [-2.25, -1.56, 0.01], [-1.32, -1.71, 1.55], [-0.66, 1.17, -1.39], [-2.20, 0.82, -0.63], [-1.12, 1.82, 0.23], [1.52, 0.53, -1.32], [3.82, 0.34, -1.30]], "homo_energy_ha": -0.3473, "gap_ev": 10.01, "smiles": "CN(C)C(=O)[C@H](S)Cl"}

Run x
{"formula": "C4H8ClNOS", "method": "wB97M-V/def2-TZVPD", "species": ["C", "C", "C", "C", "N", "O", "S", "Cl", "H", "H", "H", "H", "H", "H", "H", "H"], "xyz": [[0.35, -1.24, -0.66], [0.65, -0.12, 0.41], [2.13, 0.45, 0.37], [-0.33, 0.98, 0.11], [-1.57, 0.68, -0.08], [-2.52, 1.48, -0.34], [-4.15, 0.22, -0.53], [-3.19, -1.14, 0.59], [0.28, -0.76, -1.56], [-0.72, -1.63, -0.36], [1.13, -2.01, -0.68], [0.55, -0.50, 1.53], [2.56, 0.34, 1.36], [2.63, -0.20, -0.37], [2.11, 1.53, 0.20], [0.10, 1.91, 0.01]], "homo_energy_ha": -0.3320, "gap_ev": 7.89, "smiles": "CC(C)/C=N/OSCl"}

Most stable: run w

Run w
{"formula": "C8H14N2O4", "method": "wB97M-V/def2-TZVPD", "species": ["N", "C", "C", "O", "C", "O", "N", "C", "C", "C", "C", "C", "O", "O", "H", "H", "H", "H", "H", "H", "H", "H", "H", "H", "H", "H", "H", "H"], "xyz": [[1.76, -1.31, -1.33], [1.73, -1.28, 0.11], [2.49, -0.04, 0.53], [2.42, 0.82, -0.56], [0.33, -1.55, 0.84], [0.04, -2.50, 1.62], [-0.73, -0.73, 0.25], [-2.10, -1.27, 0.15], [-2.88, -0.23, -0.53], [-2.09, 0.96, -0.23], [-0.67, 0.61, -0.13], [0.00, 1.69, 0.69], [0.40, 1.66, 1.78], [0.17, 2.90, 0.07], [1.88, -0.39, -1.70], [1.74, -2.21, -1.93], [2.22, -2.21, 0.60], [2.12, 0.50, 1.45], [3.56, -0.30, 0.62], [2.70, 1.78, -0.50], [-2.34, -1.40, 1.22], [-2.08, -2.17, -0.46], [-3.81, -0.22, -0.17], [-2.80, -0.46, -1.65], [-2.49, 1.46, 0.62], [-2.27, 1.78, -0.93], [-0.05, 0.69, -1.11], [0.74, 3.41, 0.66]], "homo_energy_ha": -0.3165, "gap_ev": 8.97, "smiles": "N[C@@H](CO)C(=O)N1CCC[C@H]1C(=O)O"}

Run x
{"formula": "C8H14N2O4", "method": "wB97M-V/def2-TZVPD", "species": ["N", "C", "C", "O", "C", "O", "N", "C", "C", "C", "C", "C", "O", "O", "H", "H", "H", "H", "H", "H", "H", "H", "H", "H", "H", "H", "H", "H"], "xyz": [[-2.06, 0.63, -0.78], [-0.94, 0.33, -1.63], [-0.84, 1.16, -2.94], [-2.00, 1.31, -3.75], [0.50, 0.41, -0.97], [1.50, 0.81, -1.59], [0.68, 0.02, 0.37], [2.11, -0.02, 0.89], [1.95, -0.74, 2.21], [0.88, -1.80, 1.86], [-0.12, -0.98, 0.99], [-1.06, -0.30, 1.99], [-1.88, -0.93, 2.60], [-0.88, 1.01, 2.18], [-2.82, 1.00, -1.32], [-1.77, 1.31, -0.04], [-1.11, -0.69, -2.00], [-0.02, 0.70, -3.50], [-0.62, 2.17, -2.65], [-2.12, 0.51, -4.28], [2.85, -0.44, 0.16], [2.45, 0.98, 1.08], [1.60, -0.10, 3.05], [2.86, -1.23, 2.47], [0.31, -2.32, 2.63], [1.35, -2.54, 1.15], [-0.72, -1.51, 0.23], [-0.09, 1.26, 1.59]], "homo_energy_ha": -0.3544, "gap_ev": 10.17, "smiles": "N[C@@H](CO)C(=O)N1CCC[C@H]1C(=O)O"}

Most stable: run x

Run w
{"formula": "C3H5Cl", "method": "wB97M-V/def2-TZVPD", "species": ["Cl", "C", "C", "C", "H", "H", "H", "H", "H"], "xyz": [[-1.77, 1.89, 0.43], [-1.02, 0.39, 0.11], [0.29, 0.10, 0.75], [0.14, 0.19, -0.77], [-1.68, -0.58, -0.10], [0.66, -0.71, 1.44], [0.65, 1.08, 1.05], [0.57, 0.95, -1.22], [0.11, -0.68, -1.33]], "homo_energy_ha": -0.3746, "gap_ev": 11.35, "smiles": "ClC1CC1"}

Run x
{"formula": "C3H5Cl", "method": "wB97M-V/def2-TZVPD", "species": ["C", "C", "C", "Cl", "H", "H", "H", "H", "H"], "xyz": [[0.22, -0.73, 1.29], [-0.56, -0.35, 0.26], [0.31, 0.75, -1.17], [-2.20, -0.64, 0.08], [-0.02, -1.43, 2.04], [1.20, -0.27, 1.37], [-0.40, 1.54, -0.95], [1.28, 0.75, -0.82], [0.18, 0.38, -2.11]], "homo_energy_ha": -0.3417, "gap_ev": 10.30}

Most stable: run w

Run w
{"formula": "C34H101N19O13", "method": "wB97M-V/def2-TZVPD", "species": ["C", "C", "C", "O", "C", "N", "H", "H", "H", "H", "H", "H", "H", "H", "H", "H", "H", "C", "C", "C", "O", "C", "N", "H", "H", "H", "H", "H", "H", "H", "H", "H", "H", "H", "C", "C", "C", "O", "C", "N", "H", "H", "H", "H", "H", "H", "H", "H", "H", "H", "H", "C", "C", "C", "O", "C", "N", "H", "H", "H", "H", "H", "H", "H", "H", "H", "H", "H", "C", "C", "C", "O", "C", "N", "H", "H", "H", "H", "H", "H", "H", "H", "H", "H", "H", "C", "C", "C", "O", "C", "N", "H", "H", "H", "H", "H", "H", "H", "H", "H", "H", "H", "C", "C", "C", "O", "C", "N", "H", "H", "H", "H", "H", "H", "H", "H", "H", "H", "H", "C", "O", "N", "N", "H", "H", "H", "H", "C", "O", "N", "N", "H", "H", "H", "H", "C", "O", "N", "N", "H", "H", "H", "H", "C", "O", "N", "N", "H", "H", "H", "H", "C", "O", "N", "N", "H", "H", "H", "H", "C", "O", "N", "N", "H", "H", "H", "H"], "xyz": [[1.71, -6.90, 4.07], [2.42, -5.77, 3.32], [1.45, -4.99, 2.39], [0.54, -4.34, 3.27], [0.12, -3.05, 2.81], [3.07, -4.90, 4.32], [1.63, -7.77, 3.40], [0.69, -6.60, 4.33], [2.16, -7.20, 5.01], [3.18, -6.21, 2.66], [0.86, -5.71, 1.81], [2.03, -4.39, 1.69], [-0.67, -3.01, 2.05], [0.92, -2.40, 2.46], [-0.21, -2.67, 3.78], [3.68, -4.25, 3.83], [2.31, -4.30, 4.65], [2.69, -0.39, -3.83], [2.08, -1.55, -4.57], [3.09, -2.37, -5.40], [3.61, -1.82, -6.57], [2.61, -1.68, -7.55], [1.29, -2.43, -3.66], [3.42, -0.66, -3.06], [1.94, 0.26, -3.36], [3.22, 0.31, -4.48], [1.25, -1.18, -5.19], [2.52, -3.28, -5.66], [3.90, -2.69, -4.75], [3.07, -1.20, -8.42], [1.84, -0.96, -7.27], [2.22, -2.66, -7.82], [1.14, -3.29, -4.17], [0.39, -1.96, -3.54], [-1.29, 3.82, -0.08], [-1.97, 4.74, -1.10], [-2.06, 6.18, -0.67], [-3.03, 6.82, -1.50], [-3.14, 8.21, -1.46], [-1.14, 4.77, -2.34], [-1.09, 2.85, -0.52], [-2.00, 3.63, 0.73], [-0.38, 4.32, 0.25], [-3.00, 4.35, -1.15], [-1.17, 6.82, -0.75], [-2.44, 6.22, 0.36], [-3.90, 8.48, -0.73], [-3.40, 8.60, -2.44], [-2.19, 8.73, -1.28], [-1.08, 5.73, -2.63], [-1.44, 4.20, -3.15], [3.49, -0.79, 0.87], [4.10, -1.13, 2.25], [5.63, -1.23, 2.30], [6.08, -2.07, 1.26], [5.82, -3.45, 1.36], [3.69, 0.03, 3.06], [3.87, 0.19, 0.57], [2.41, -0.69, 0.97], [3.82, -1.43, 0.05], [3.68, -2.00, 2.74], [5.90, -1.67, 3.26], [6.04, -0.23, 2.15], [4.78, -3.63, 1.62], [6.48, -3.90, 2.11], [6.10, -3.86, 0.39], [2.70, 0.23, 3.05], [4.23, 0.86, 2.87], [-5.15, 0.08, 0.53], [-4.41, 1.43, 0.57], [-5.46, 2.53, 0.38], [-5.90, 2.61, -0.98], [-5.12, 3.48, -1.75], [-3.71, 1.49, 1.84], [-4.44, -0.73, 0.66], [-5.75, -0.02, -0.38], [-5.74, 0.06, 1.44], [-3.68, 1.54, -0.23], [-5.06, 3.51, 0.66], [-6.39, 2.29, 0.90], [-4.89, 4.41, -1.23], [-5.54, 3.68, -2.74], [-4.13, 3.06, -1.98], [-2.91, 0.80, 1.89], [-4.19, 1.04, 2.62], [-3.16, -5.07, -4.68], [-2.02, -5.98, -4.17], [-1.55, -5.76, -2.73], [-0.76, -4.59, -2.66], [-0.55, -4.22, -1.32], [-2.28, -7.37, -4.52], [-2.85, -4.03, -4.74], [-3.99, -5.16, -3.96], [-3.51, -5.50, -5.61], [-1.20, -5.63, -4.81], [-1.00, -6.57, -2.23], [-2.45, -5.67, -2.10], [-1.46, -4.26, -0.73], [-0.26, -3.17, -1.30], [0.24, -4.84, -0.88], [-1.47, -7.92, -4.26], [-3.11, -7.75, -4.09], [-0.41, 1.04, -5.89], [-1.43, 1.43, -4.82], [-1.20, 0.76, -3.49], [-1.20, -0.66, -3.65], [-2.47, -1.26, -3.54], [-1.41, 2.93, -4.76], [0.63, 1.02, -5.54], [-0.56, 1.38, -6.91], [-0.46, -0.07, -5.89], [-2.43, 1.21, -5.22], [-1.86, 1.03, -2.66], [-0.22, 1.06, -3.10], [-3.10, -0.79, -2.78], [-2.29, -2.25, -3.11], [-3.01, -1.38, -4.49], [-0.42, 3.19, -4.62], [-1.47, 3.29, -5.71], [-3.52, -0.64, 4.78], [-2.51, 0.11, 4.79], [-3.91, -1.42, 3.70], [-4.26, -0.76, 5.96], [-3.34, -1.36, 2.87], [-4.77, -1.90, 3.84], [-5.03, -1.41, 5.97], [-4.14, -0.19, 6.76], [2.87, 3.23, 1.44], [2.30, 2.40, 0.67], [2.36, 3.48, 2.74], [4.05, 3.94, 1.21], [2.75, 4.21, 3.29], [1.47, 3.11, 3.00], [4.41, 3.95, 0.27], [4.44, 4.46, 1.96], [-0.53, 0.44, 1.49], [-1.45, -0.31, 1.90], [0.20, 1.24, 2.35], [-0.21, 0.58, 0.15], [1.10, 1.61, 2.10], [-0.07, 1.06, 3.31], [0.35, 1.32, -0.20], [-0.32, -0.20, -0.49], [1.13, 0.78, 6.46], [1.70, 1.19, 5.43], [1.76, 0.65, 7.71], [-0.20, 0.33, 6.46], [2.73, 0.85, 7.86], [1.25, 0.18, 8.42], [-0.63, -0.03, 7.27], [-0.65, 0.38, 5.55], [2.05, 3.01, -2.86], [1.69, 3.28, -4.01], [3.32, 2.51, -2.54], [1.25, 3.17, -1.73], [3.91, 2.37, -3.34], [3.53, 2.32, -1.58], [0.35, 3.64, -1.91], [1.60, 2.85, -0.84], [1.06, 4.63, 6.47], [0.64, 5.48, 7.28], [2.31, 4.06, 6.68], [0.36, 4.20, 5.35], [2.57, 3.18, 6.25], [2.78, 4.40, 7.50], [0.41, 3.27, 5.00], [-0.29, 4.92, 5.06]], "homo_energy_ha": -0.3169, "gap_ev": 8.84}

Run x
{"formula": "C34H101N19O13", "method": "wB97M-V/def2-TZVPD", "species": ["C", "O", "N", "N", "H", "H", "H", "H", "C", "O", "N", "N", "H", "H", "H", "H", "C", "O", "N", "N", "H", "H", "H", "H", "C", "O", "N", "N", "H", "H", "H", "H", "C", "O", "N", "N", "H", "H", "H", "H", "C", "O", "N", "N", "H", "H", "H", "H", "C", "C", "C", "O", "C", "N", "H", "H", "H", "H", "H", "H", "H", "H", "H", "H", "H", "C", "C", "C", "O", "C", "N", "H", "H", "H", "H", "H", "H", "H", "H", "H", "H", "H", "C", "C", "C", "O", "C", "N", "H", "H", "H", "H", "H", "H", "H", "H", "H", "H", "H", "C", "C", "C", "O", "C", "N", "H", "H", "H", "H", "H", "H", "H", "H", "H", "H", "H", "C", "C", "C", "O", "C", "N", "H", "H", "H", "H", "H", "H", "H", "H", "H", "H", "H", "C", "C", "C", "O", "C", "N", "H", "H", "H", "H", "H", "H", "H", "H", "H", "H", "H", "C", "C", "C", "O", "C", "N", "H", "H", "H", "H", "H", "H", "H", "H", "H", "H", "H"], "xyz": [[-0.15, -0.75, -4.89], [-0.41, -0.10, -5.89], [1.03, -1.15, -4.54], [-1.01, -1.04, -3.92], [1.74, -0.65, -5.07], [1.14, -1.84, -3.82], [-0.55, -1.38, -3.08], [-1.79, -0.40, -3.91], [5.51, 1.12, -0.93], [4.36, 1.10, -1.17], [6.15, 2.16, -0.49], [6.34, 0.13, -1.17], [5.68, 3.03, -0.26], [7.12, 2.03, -0.23], [5.95, -0.64, -1.69], [7.34, 0.20, -1.10], [2.49, 1.60, -4.62], [3.16, 1.01, -5.46], [1.44, 2.37, -4.74], [2.63, 1.62, -3.33], [1.24, 2.85, -3.87], [1.08, 2.48, -5.68], [3.49, 1.22, -2.98], [1.97, 2.10, -2.74], [1.53, 4.31, -1.38], [1.19, 3.73, -2.34], [1.58, 5.59, -1.34], [2.06, 3.71, -0.38], [1.35, 6.07, -2.20], [2.17, 5.94, -0.61], [2.31, 2.73, -0.47], [2.30, 4.30, 0.41], [-4.10, -0.33, 0.09], [-3.82, -1.50, 0.15], [-4.01, 0.45, 1.12], [-4.63, 0.26, -0.89], [-4.20, 1.44, 1.02], [-3.54, 0.14, 1.96], [-4.66, 1.27, -0.88], [-4.53, -0.29, -1.74], [3.49, 1.66, 2.44], [3.15, 2.81, 2.41], [2.72, 0.68, 2.20], [4.71, 1.29, 2.93], [1.75, 0.74, 1.93], [3.17, -0.20, 1.97], [5.17, 2.13, 3.25], [4.85, 0.39, 3.37], [7.04, -4.35, 3.34], [6.59, -3.36, 4.46], [5.41, -2.33, 3.98], [5.90, -1.39, 3.02], [5.39, -1.53, 1.71], [6.23, -4.27, 5.54], [7.71, -5.15, 3.64], [7.47, -3.81, 2.49], [6.18, -4.85, 2.90], [7.44, -2.71, 4.69], [5.09, -1.78, 4.86], [4.50, -2.92, 3.86], [4.34, -1.26, 1.65], [5.67, -2.46, 1.21], [5.97, -0.86, 1.07], [6.91, -4.97, 5.78], [5.38, -4.72, 5.22], [3.03, -6.10, -0.72], [2.81, -6.73, -2.09], [3.35, -5.97, -3.34], [2.86, -4.57, -3.34], [3.37, -3.80, -4.38], [3.57, -8.00, -2.04], [2.44, -5.19, -0.64], [4.07, -5.88, -0.47], [2.57, -6.79, -0.01], [1.73, -6.77, -2.25], [2.86, -6.34, -4.24], [4.43, -5.83, -3.33], [2.68, -3.89, -5.22], [4.38, -3.86, -4.78], [3.26, -2.76, -4.08], [4.51, -7.74, -1.79], [3.31, -8.45, -1.17], [-2.49, 4.13, -3.31], [-3.25, 2.80, -3.03], [-4.77, 2.84, -3.44], [-5.03, 3.24, -4.81], [-6.36, 3.17, -5.25], [-2.51, 1.77, -3.77], [-2.70, 4.53, -4.30], [-1.44, 3.97, -3.05], [-2.67, 4.89, -2.55], [-3.22, 2.70, -1.94], [-5.31, 3.47, -2.74], [-5.22, 1.85, -3.34], [-6.56, 3.90, -6.03], [-7.11, 3.12, -4.46], [-6.58, 2.27, -5.83], [-1.56, 2.08, -3.93], [-2.96, 1.77, -4.68], [-1.37, -5.85, 1.70], [-2.78, -6.45, 2.26], [-2.62, -7.02, 3.66], [-1.68, -8.12, 3.79], [-1.64, -8.76, 5.02], [-3.62, -5.28, 2.30], [-0.96, -5.12, 2.40], [-1.30, -5.44, 0.69], [-0.76, -6.73, 1.87], [-3.11, -7.26, 1.60], [-3.58, -7.32, 4.09], [-2.32, -6.20, 4.32], [-2.60, -9.19, 5.31], [-1.20, -8.11, 5.77], [-0.99, -9.62, 4.83], [-3.76, -4.96, 1.35], [-4.58, -5.53, 2.52], [1.88, -0.88, -1.12], [0.74, -1.35, -0.19], [-0.31, -0.23, -0.04], [0.07, 0.80, 0.92], [-0.58, 2.03, 0.60], [0.30, -2.54, -0.90], [1.93, -1.03, -2.20], [2.85, -1.14, -0.69], [2.00, 0.18, -0.90], [1.23, -1.65, 0.74], [-1.21, -0.53, 0.51], [-0.50, 0.16, -1.04], [-0.70, 2.27, -0.46], [0.07, 2.79, 1.04], [-1.63, 2.12, 0.86], [-0.58, -2.80, -0.49], [0.98, -3.29, -0.91], [-3.34, 5.41, 3.64], [-2.88, 4.02, 3.48], [-1.87, 3.57, 4.56], [-0.71, 4.35, 4.61], [0.15, 4.45, 3.49], [-3.99, 3.13, 3.59], [-3.65, 5.88, 2.71], [-2.48, 5.97, 4.02], [-4.01, 5.56, 4.48], [-2.41, 3.89, 2.51], [-1.55, 2.53, 4.45], [-2.30, 3.55, 5.56], [0.41, 3.50, 3.03], [1.10, 4.81, 3.88], [-0.28, 5.14, 2.77], [-3.81, 2.13, 3.61], [-4.53, 3.35, 4.41], [-6.80, 3.60, 1.07], [-5.74, 3.95, 0.09], [-5.80, 5.45, -0.13], [-5.04, 5.87, -1.23], [-5.10, 7.28, -1.53], [-4.52, 3.31, 0.56], [-7.06, 2.55, 1.04], [-7.78, 4.08, 0.99], [-6.52, 3.72, 2.12], [-5.89, 3.45, -0.87], [-5.44, 6.02, 0.72], [-6.82, 5.71, -0.41], [-4.97, 7.79, -0.57], [-6.08, 7.64, -1.83], [-4.32, 7.58, -2.23], [-3.88, 3.94, 0.09], [-4.44, 3.35, 1.57]], "homo_energy_ha": -0.3058, "gap_ev": 8.51}

Most stable: run w